Entry 1:
Here is 2 unconnected molecules or ions with the total composition C5H16N3 from OMol25. Energies are from ωB97M-V with the def2-TZVPD basis set.

Geometry as ORCA input:
```
! RIJCOSX wB97M-V def2-TZVPD def2/J DEFGRID3
* xyz 1 1
N -0.724 1.297 -2.192
N 1.190 0.168 -1.752
N -0.721 -1.018 -2.211
C -0.205 -2.288 -1.744
C 0.678 0.496 2.243
C -0.449 -0.522 2.298
C -0.102 0.138 -2.051
C 0.179 1.928 2.287
H -1.721 -0.980 -2.351
H -0.588 -0.950 3.291
H 0.028 -2.316 -0.700
H 1.486 0.185 2.912
H -0.701 2.008 2.933
H 0.851 2.713 2.627
H -0.858 -3.090 -2.057
H -1.724 1.427 -2.217
H 1.733 -0.681 -1.748
H -0.260 2.189 -2.150
H -1.385 -0.141 1.891
H -0.259 -1.509 1.852
H 1.772 0.953 -1.512
H 0.734 -2.559 -2.236
H -0.181 2.194 1.292
H 1.227 0.356 1.296
*
```

Summary:
- E_HOMO (eV) = -13.79
- frontier orbital gap (eV) = 10.8
- LUMO level (eV) = -3.0
- total energy (eV) = -9908.9722

Entry 2:
Here is a molecular structure, CH4NP from OMol25. Energies are from ωB97M-V with the def2-TZVPD basis set.

Geometry as ORCA input:
```
! RIJCOSX wB97M-V def2-TZVPD def2/J DEFGRID3
* xyz 0 1
P 1.119 1.490 0.096
N -0.109 0.583 0.087
C -0.269 -0.799 0.153
H 0.508 2.732 -0.470
H -0.744 -1.303 1.057
H -1.016 -1.261 -0.956
H 0.511 -1.443 0.034
*
```

Summary:
- E_HOMO (eV) = -8.63
- frontier orbital gap (eV) = 8.2
- LUMO level (eV) = -0.4
- total energy (eV) = -11877.6963